Computed, not measured: a structure of composition C45H37AsCl2IrO8P2SSi in a non-equilibrium geometry, with ωB97M-V/def2-TZVPD.

Its net charge is 0. The energy relative to the best compared isomer or geometry (same formula, charge and spin) is 384.32 kcal per mole. The LUMO energy (spin up / spin down) is -2.09 / -2.14 eV. For the HOMO energy (spin up / spin down), the calculation gives -5.55 / -5.39 eV. As for the spin multiplicity: 2. Its HOMO-LUMO gap (spin up / spin down) is 3.5 / 3.3 eV.

Element x y z (Å)
Ir 0.511 -0.342 -0.664
As -2.562 0.311 2.050
Cl 5.003 2.068 1.975
Cl 2.667 4.626 3.150
S -1.571 2.531 -0.841
P -0.001 -0.515 -2.885
P 1.940 -0.757 1.132
Si -1.269 -2.103 1.197
O -2.357 0.063 -0.746
O 1.939 0.906 4.230
O -1.495 1.746 -3.641
O -2.409 0.065 3.791
O -3.912 -0.428 1.616
O -0.488 1.794 -0.161
O -1.104 -0.499 1.568
O 2.002 1.622 0.956
C 2.862 1.169 3.249
C 6.331 -1.799 0.262
C -2.838 2.217 1.865
C -3.132 3.584 -3.175
C 5.386 -1.751 -0.748
C -4.043 2.906 -2.466
C 1.671 2.912 0.874
C 0.972 -0.956 -4.299
C 0.510 -0.589 -5.573
C 1.565 -2.323 2.017
C 4.056 1.732 3.362
C 2.892 -1.984 -5.340
C 1.924 0.844 2.129
C 0.006 2.101 3.430
C 2.397 -4.394 2.949
C -3.262 4.208 0.616
C 5.985 -1.426 1.549
C -4.020 4.727 1.650
C 0.372 -2.966 1.656
C -2.774 1.213 -1.296
C -4.170 3.987 2.811
C -3.300 -2.714 -2.973
C -3.205 -1.425 -2.480
C 1.236 -0.902 -6.702
C 0.288 -4.341 1.845
C 2.432 -1.598 -6.592
C 0.886 3.675 1.671
C 4.088 -1.374 -0.459
C 2.175 -1.669 -4.204
C 1.297 -5.067 2.449
C -2.481 -2.981 2.403
C -2.697 2.949 0.714
C 4.690 -1.035 1.836
C -2.559 -1.197 -1.274
C 0.859 0.898 3.247
C 3.722 -1.030 0.836
C -1.809 3.126 -3.641
C -3.893 1.567 -1.929
C -3.588 2.738 2.918
C -1.979 -2.260 -0.562
C -0.827 2.522 -2.732
C 0.080 3.275 2.796
C -2.070 -3.537 -1.106
C 2.539 -3.041 2.705
C -2.727 -3.775 -2.296
H -0.421 -0.045 -5.646
H 2.997 -1.846 -7.478
H -3.127 4.763 -0.299
H 3.434 -2.546 3.038
H -3.504 -2.925 2.039
H 4.447 -0.725 2.840
H 3.327 -1.336 -1.230
H -3.817 -2.879 -3.903
H -1.436 3.656 -4.513
H -0.647 2.020 4.289
H -4.766 4.374 3.622
H -2.785 -4.777 -2.690
H -3.374 4.576 -3.529
H 2.525 -1.977 -3.229
H 1.211 -6.140 2.547
H 0.266 -0.017 3.361
H -1.612 -4.351 -0.568
H 5.657 -2.007 -1.761
H -0.557 4.068 3.167
H 3.817 -2.538 -5.259
H -3.714 2.149 3.820
H -4.485 5.697 1.555
H 0.875 -0.614 -7.680
H -5.004 3.371 -2.291
H 2.109 3.343 -0.016
H -3.220 -0.368 4.071
H -3.596 -0.603 -3.055
H 3.158 -4.929 3.495
H 7.339 -2.123 0.049
H -2.234 -4.025 2.558
H 0.243 2.643 -2.837
H -2.440 -2.488 3.374
H 0.713 4.684 1.328
H 4.480 2.019 4.308
H -0.588 -4.858 1.489
H 6.725 -1.440 2.336
H -4.735 0.893 -2.022